(1)
A single C19H18FN3O3 molecule at a distorted geometry, computed with the ωB97M-V functional and the def2-TZVPD basis.

```
44
Properties=species:S:1:pos:R:3:forces:R:3
O 1.16136 0.57906 2.58328 0.00 -0.13 0.22
C 0.83203 0.96003 1.47616 -0.25 0.16 0.20
C -0.47659 0.56875 0.87388 -0.33 -0.20 0.40
C -1.66526 0.92880 1.34683 0.65 0.06 0.08
C -2.93414 0.41301 0.84277 -0.12 -0.13 -0.43
C -3.95868 0.12214 1.74378 0.09 0.00 -0.19
C -5.12773 -0.48760 1.32993 -0.05 -0.03 -0.05
C -5.30680 -0.83300 -0.00186 0.05 0.05 0.08
C -4.31989 -0.53472 -0.92076 0.23 0.08 -0.13
C -3.15664 0.10154 -0.50478 -1.03 -0.36 1.01
N -2.23238 0.49258 -1.53352 0.42 0.43 -0.52
O -1.75926 1.61168 -1.47694 -0.13 0.10 -0.19
O -2.01282 -0.29816 -2.42573 0.12 -0.27 -0.20
N 1.63156 1.71849 0.69127 0.26 0.32 -0.04
C 3.05203 1.77275 0.95426 0.09 -0.11 0.28
C 3.78246 1.04096 -0.20784 0.03 -0.02 -0.03
N 2.83914 0.35925 -1.06921 0.39 0.18 -0.33
C 2.27897 -0.84998 -0.65572 -0.04 -0.41 0.03
C 1.34236 -1.50349 -1.46843 0.04 0.10 0.02
C 0.78159 -2.70952 -1.09913 -0.02 -0.16 0.24
C 1.16503 -3.29490 0.09223 0.07 0.06 0.02
F 0.60813 -4.47216 0.46514 0.05 0.09 -0.03
C 2.11024 -2.69947 0.90325 -0.27 -0.30 -0.13
C 2.65998 -1.48861 0.52968 0.02 0.19 -0.16
C 1.98213 1.34009 -1.70439 -0.08 0.07 -0.07
C 1.27019 2.19890 -0.61995 -0.18 0.06 -0.16
H -0.37868 -0.15655 0.07358 -0.07 -0.02 -0.15
H -1.72605 1.59481 2.19646 0.05 0.08 0.13
H -3.81253 0.35934 2.78654 0.04 0.02 0.10
H -5.90147 -0.70443 2.05047 -0.06 -0.02 0.07
H -6.21322 -1.32104 -0.32319 -0.08 -0.03 -0.04
H -4.44039 -0.76801 -1.96808 0.00 -0.01 -0.05
H 3.37670 2.81554 1.02297 0.01 -0.06 0.03
H 3.21977 1.28621 1.91626 0.03 0.12 -0.10
H 4.52107 0.33359 0.16619 0.02 0.07 0.00
H 4.30886 1.76840 -0.83291 0.02 -0.08 0.05
H 1.04173 -1.08087 -2.41373 0.00 0.06 -0.07
H 0.05153 -3.19090 -1.73045 -0.07 -0.08 -0.05
H 2.40092 -3.17123 1.82809 0.01 -0.06 0.10
H 3.37619 -1.04147 1.19745 0.05 0.12 0.07
H 2.60773 1.97280 -2.34057 -0.09 -0.04 -0.01
H 1.24619 0.85691 -2.34006 0.03 0.05 -0.02
H 0.18717 2.16599 -0.74110 0.20 0.07 0.02
H 1.58749 3.24453 -0.69214 -0.07 -0.02 -0.01
```
Positions in Å, forces in eV/Å.

LUMO	-0.6	eV
molecular weight	355.37	g/mol
ΔE to the lowest compared entry with this formula, charge and spin	437.2	kJ/mol
orbital gap	7.1195	eV

=====

(2)
A single C19H18FN3O3S molecule at a distorted geometry, computed with the ωB97M-V functional and the def2-TZVPD basis.

```
45
Properties=species:S:1:pos:R:3:forces:R:3
C 4.95815 -0.86692 0.27251 0.11 0.20 0.06
O 4.26335 -2.04317 -0.07400 -0.17 -0.23 -0.08
C 3.01482 -1.93227 -0.59289 -0.32 -0.17 -0.14
C 2.38522 -3.13120 -0.93492 0.23 0.03 0.12
C 1.11601 -3.11544 -1.47394 0.07 0.12 0.00
C 0.45201 -1.91889 -1.67916 0.02 0.16 -0.07
C 1.07496 -0.72544 -1.33339 0.15 -0.32 0.01
N 0.35792 0.46233 -1.54080 -0.13 -0.28 -0.36
C 0.62689 1.70682 -1.08713 -0.29 0.17 -0.35
O 1.63085 2.05880 -0.50959 0.24 0.09 0.13
C -0.51847 2.69812 -1.35863 -0.29 0.06 0.21
C -0.34734 3.98239 -0.57688 0.27 0.11 -0.14
C -0.33171 3.79755 0.92679 -0.08 0.29 -0.30
O 0.08465 4.66819 1.65109 0.10 0.14 -0.12
N -0.80050 2.60674 1.46081 0.14 0.15 0.71
C -0.51280 2.35456 2.86603 0.24 0.12 0.42
C -1.44876 1.58644 0.82136 -0.55 -0.33 -1.18
N -1.56961 0.46956 1.38807 0.33 0.38 0.74
C -2.23365 -0.62811 0.89032 -0.33 -0.55 -0.37
C -1.59108 -1.86633 0.96002 -0.04 0.15 0.00
C -2.21971 -3.00124 0.49050 -0.06 0.08 -0.01
C -3.50114 -2.93436 -0.03441 -0.21 0.07 -0.07
C -4.13104 -1.70417 -0.07632 0.14 -0.10 0.00
F -5.38205 -1.62715 -0.57692 0.06 0.01 0.03
C -3.52551 -0.54658 0.37079 -0.01 -0.14 0.02
S -2.09052 1.93643 -0.83504 0.06 0.09 0.10
C 2.35552 -0.72492 -0.79423 0.37 0.13 0.17
H 5.11662 -0.22407 -0.59857 -0.02 -0.01 0.03
H 4.43205 -0.30237 1.04800 0.01 -0.01 -0.04
H 5.92138 -1.19811 0.65708 -0.06 0.07 -0.02
H 2.91439 -4.05551 -0.76960 0.07 -0.12 0.02
H 0.63425 -4.04411 -1.73859 -0.04 -0.10 -0.03
H -0.54473 -1.90927 -2.09498 -0.13 0.01 -0.02
H -0.55333 0.32321 -1.96328 0.17 0.11 0.22
H -0.60363 2.89184 -2.43092 0.02 -0.02 0.08
H 0.60093 4.46253 -0.83154 -0.09 -0.02 0.12
H -1.15233 4.68199 -0.81988 0.07 -0.09 0.02
H -0.07527 3.25820 3.28341 -0.08 -0.14 -0.05
H -1.43331 2.10007 3.38852 0.05 -0.02 0.00
H 0.18410 1.52143 2.95067 -0.05 0.01 0.05
H -0.59157 -1.91242 1.36188 0.10 0.02 0.07
H -1.70915 -3.95072 0.53472 0.05 -0.10 0.00
H -4.01174 -3.81154 -0.39763 -0.09 -0.08 -0.03
H -4.05579 0.39252 0.33642 -0.12 0.05 0.03
H 2.81069 0.21462 -0.53577 0.04 0.02 0.02
```
Positions in Å, forces in eV/Å.

LUMO	0.2	eV
molecular weight	387.44	g/mol
ΔE to the lowest compared entry with this formula, charge and spin	23.3	kJ/mol
orbital gap	8.5511	eV

=====

(3)
C19H18GaNOS as an isolated structure at a distorted geometry, computed with the ωB97M-V functional and the def2-TZVPD basis.

```
41
Properties=species:S:1:pos:R:3:forces:R:3
C 0.82899 -1.56892 3.17064 -1.52 -4.21 0.92
C -0.79149 -1.64288 3.11536 2.09 -4.03 0.25
C -1.06407 -2.11431 1.82124 0.54 -0.13 0.32
H -1.38475 -1.30778 3.88533 -2.50 -2.09 1.79
C 0.13423 -2.36995 1.11630 -0.22 0.04 0.74
C 1.24258 -2.00911 1.90049 -0.12 0.12 0.13
H 2.27135 -2.09432 1.66226 0.64 -0.22 -0.31
H 1.34499 -1.19225 3.98157 2.65 -2.34 1.94
H -2.06112 -2.24942 1.48922 -0.60 -0.22 -0.40
H 0.19441 -2.75143 0.11278 -0.01 -0.03 -0.08
C -1.14090 2.12862 1.64487 -0.08 -0.22 1.77
C -1.14492 1.57510 2.94640 3.42 4.95 -1.99
C 0.36884 1.62899 3.32983 -2.24 2.95 3.36
H -1.89999 1.22740 3.54297 -1.97 -0.12 1.32
C 1.09100 2.02164 2.23654 0.14 0.94 -0.61
C 0.18645 2.39382 1.23079 -0.12 0.16 -0.21
H 0.46204 2.77332 0.26197 -0.01 0.05 -0.08
H -2.02732 2.25503 1.07795 -0.44 0.02 -0.60
H 0.72488 1.17591 4.29902 1.08 4.30 0.73
H 2.14486 2.09129 2.24245 0.85 0.17 -0.26
Ga -0.00001 -0.00109 1.30029 0.95 -0.04 -0.33
O -0.78266 0.07690 -0.19290 -1.68 0.31 -3.95
C -1.10950 -0.77417 -1.28935 -0.32 0.73 0.59
C 0.03249 -0.94792 -2.20340 0.19 -1.24 1.25
H -1.46579 -1.74549 -0.91631 0.12 0.02 -0.08
H -1.96053 -0.32268 -1.81702 0.15 0.03 0.05
H 0.77323 -1.68398 -1.88921 -0.13 -0.10 -0.32
H 0.95396 -2.01761 -4.44968 -0.01 0.08 -0.04
C 0.72929 -0.95974 -4.54850 0.06 0.18 0.84
C 0.22915 -0.27085 -3.40319 0.32 1.29 -2.17
C -0.05765 1.12071 -3.57416 -0.24 -0.92 0.38
H -0.42934 1.68878 -2.72793 0.02 -0.08 0.01
C 0.13961 1.74592 -4.78524 0.05 0.08 -0.31
H -0.08674 2.80314 -4.88077 0.04 -0.08 0.00
C 0.62320 1.03920 -5.88502 0.00 -0.11 0.10
H 0.77238 1.54100 -6.83455 -0.01 -0.04 0.08
C 0.91469 -0.31924 -5.75328 0.01 0.28 -0.20
H 1.29197 -0.87653 -6.60364 -0.04 0.04 0.04
S -0.03151 -0.05947 3.53997 -1.66 0.21 -7.39
C -0.01617 -0.00710 5.39983 0.77 -0.74 -16.04
N -0.00013 -0.00049 6.44606 -0.17 0.01 18.79
```
Positions in Å, forces in eV/Å.

LUMO (spin up / spin down)	-0.7 / -0.5	eV
molecular weight	378.15	g/mol
ΔE to the lowest compared entry with this formula, charge and spin	1279.5	kJ/mol
orbital gap (spin up / spin down)	6.4791 / 5.5341	eV